Record 1
18
Properties=species:S:1:pos:R:3:forces:R:3 method="wB97M-V/def2-TZVPD" orbital_gap_ev=9.905 total_charge=0 homo_energy_ev=-8.93 energy_ha=-343.8960
N -0.33291 2.05731 -0.65377 -1.438 -0.432 -1.637
C -0.51928 0.60494 -0.46151 -0.399 -2.148 -0.922
C 0.00757 2.03915 0.71321 6.739 -0.226 1.612
N 0.13910 -0.99156 1.09615 0.616 0.927 -0.492
H 1.75666 -1.56183 -0.14798 -0.614 -1.801 0.270
H 0.59100 -0.64161 -2.04951 0.152 -0.039 1.012
H -1.52473 0.39288 0.18374 1.996 0.530 -1.668
C -0.30042 -0.68023 -1.40032 0.649 2.383 2.583
H -0.87675 2.18693 1.17700 -2.005 0.482 3.167
C 0.91657 -2.13033 0.35680 -0.093 0.884 2.352
H 1.11936 -3.11111 1.03631 -0.521 2.578 -1.986
H 0.94212 2.65019 0.91975 -1.666 -0.038 0.423
H -1.25122 2.51449 -0.58370 0.370 -0.168 -1.451
H 1.55512 0.33927 0.29403 1.439 0.810 -0.592
C -0.39950 -1.57645 -0.13727 -1.457 -1.136 -0.575
H -1.53879 -1.88756 -0.02109 2.788 -0.440 -0.137
C 0.56990 0.48565 0.62334 -4.257 -1.492 -0.582
H -1.06518 -0.79828 -2.07070 -2.301 -0.672 -1.379

***

Record 2
18
Properties=species:S:1:pos:R:3:forces:R:3 method="wB97M-V/def2-TZVPD" orbital_gap_ev=6.329 total_charge=0 homo_energy_ev=-7.54 energy_ha=-343.8823
H 0.79958 -1.70023 0.85728 0.176 -0.559 0.639
H 1.70338 -0.61641 -0.84371 0.380 -0.102 0.091
N -1.04590 -1.49685 -0.64616 -1.619 -0.798 -0.148
H 3.05477 -0.34046 0.22064 0.219 0.300 0.330
H -0.88515 -0.42501 1.89098 -0.504 0.631 -0.144
C 1.02870 -0.68564 1.13542 0.079 1.349 -0.414
C -1.75420 1.27214 -0.51053 -0.440 0.049 -0.826
N -0.72747 1.98774 -0.89767 -0.565 1.539 -0.464
C -0.95231 -0.25000 -0.30175 1.835 0.539 0.316
H -0.67745 0.40026 -2.34870 1.185 0.287 -0.565
H 1.73807 0.89245 -0.14714 0.702 0.933 0.401
C 2.00579 -0.11856 0.09516 -1.408 -1.228 -1.035
H 1.36364 -0.50401 2.15053 0.412 -0.570 0.242
H -1.98873 -1.85764 -0.69500 0.080 -0.372 0.006
C -0.31360 0.07189 1.10318 0.622 -1.262 -0.507
H -0.13125 1.12895 1.22298 -0.176 0.237 0.455
H -2.71624 1.50922 -0.94757 -0.496 0.240 0.898
C -0.50164 0.73218 -1.33795 -0.482 -1.213 0.726

***

Record 3
18
Properties=species:S:1:pos:R:3:forces:R:3 method="wB97M-V/def2-TZVPD" orbital_gap_ev="6.200 / 6.198" total_charge=0 homo_energy_ev="-5.82 / -5.82" energy_ha=-343.8393
N 2.48017 0.55747 0.95544 -0.352 0.008 -0.057
H 0.30444 1.48609 1.49320 0.010 0.039 0.034
H -1.50318 2.11051 -1.01486 -0.021 -0.065 0.033
H -3.05042 1.42667 -1.00387 0.135 -0.040 0.093
H -3.52926 -0.20901 1.02421 0.088 0.070 -0.012
C 3.38175 -0.07376 0.37665 0.059 0.040 0.049
C 0.42812 -1.23688 -1.04094 0.015 -0.219 -0.184
H 0.00735 -2.18224 -0.69680 0.021 0.071 0.009
H -1.97581 -0.88749 1.77290 0.028 0.021 -0.051
H -0.03437 -0.96031 -1.98984 0.024 0.019 0.066
C 0.23894 -0.19572 -0.06172 -0.755 0.184 0.031
N -2.05950 1.28802 -0.83659 -0.018 0.127 -0.113
H 3.23332 -0.82921 -0.44195 0.008 0.009 0.005
C -2.44044 -0.23181 1.04969 0.141 0.121 -0.094
H 4.45745 0.05180 0.62060 -0.031 -0.032 -0.031
C 0.25433 0.72430 0.74716 0.019 0.114 0.105
C -1.70092 0.52046 0.24017 0.728 -0.541 0.054
H 1.50802 -1.35890 -1.19347 -0.100 0.074 0.066

***

Record 4
18
Properties=species:S:1:pos:R:3:forces:R:3 method="wB97M-V/def2-TZVPD" orbital_gap_ev=9.850 total_charge=0 homo_energy_ev=-8.95 smiles="CC1=NN2[C@@H](C)[C@@H]2C1" energy_ha=-343.9624
H -0.18375 -1.07989 -3.42430 1.356 1.363 1.103
H -1.67689 -0.42765 1.20888 -1.049 -0.007 1.219
C 0.52912 -0.39639 -2.82633 2.308 2.672 0.640
H 1.39659 0.01989 0.63529 -0.498 0.317 1.515
H -0.90565 0.88231 2.84272 2.433 -0.662 0.067
H 1.60210 -0.83168 -2.58122 -2.406 0.089 -0.485
N 0.09425 1.38453 -0.89946 -0.629 -5.014 -0.919
H -0.09124 -1.82373 -0.46528 0.556 -1.158 -0.470
C 0.00569 0.16666 -1.48298 -0.701 0.004 0.831
H -1.69115 -1.13610 -0.88969 -1.261 -0.797 -1.405
H 0.58904 1.76954 3.31269 0.374 -2.156 -1.601
H 0.88281 0.59627 -3.26843 -0.798 -1.527 -0.792
C -0.82949 -0.16897 0.65573 2.823 -1.575 -0.915
H 0.60535 -0.20623 3.27074 -0.515 1.422 0.857
C -0.68000 -0.97400 -0.67553 0.758 4.329 2.639
C 0.27116 0.76018 2.79717 -0.989 -0.965 -0.292
C 0.51590 0.28466 1.27825 -2.811 2.431 0.197
N -0.43385 1.18060 0.51176 1.050 1.236 -2.190

***

Relative energy (zero: lowest compared OMol25 entry of this formula, charge and spin) / kJ/mol: 632.0; 668.0; 781.0; 457.7